Record 1
ORCA calculation (ωB97M-V/def2-TZVPD) on an isolated ion of composition C31H36N3O2 and charge +1 in a non-equilibrium geometry.

The geometry in XYZ format:
```
72
Properties=species:S:1:pos:R:3:forces:R:3:lowdin_charge:R:1
C 0.22687 -7.15284 1.08138 0.3 0.1 -0.3 -0.044
O 0.78997 -6.35856 0.01507 0.1 0.8 0.3 -0.080
C 1.21816 -5.09007 0.26351 0.1 -0.3 0.4 -0.245
C 1.52924 -4.30253 -0.87354 0.0 0.0 0.6 0.037
C 1.97594 -2.98930 -0.71135 -0.3 -0.7 -0.2 -0.018
C 2.10636 -2.49875 0.57952 -0.5 -0.2 0.2 -0.244
N 2.74978 -1.19029 0.82088 1.6 -3.3 0.9 0.105
C 2.32252 0.08990 0.34474 -0.6 2.1 -0.7 -0.252
C 0.89533 0.39381 0.68239 -0.3 0.1 0.1 -0.043
C -0.12691 -0.39382 0.26397 -0.6 0.9 0.1 -0.065
N -1.43713 -0.01605 0.25563 0.6 0.1 0.4 0.018
C -2.43003 -0.86762 -0.36868 0.0 -0.5 0.5 -0.171
C -2.07525 -1.21772 -1.81597 -0.5 0.0 -0.2 -0.077
C -1.95559 0.01878 -2.67064 0.2 0.1 -0.5 -0.224
C -3.11665 0.66258 -3.11460 0.0 0.1 -0.1 -0.035
C -3.03800 1.82657 -3.88021 0.1 0.0 0.1 -0.068
C -1.78730 2.35946 -4.21363 0.1 -0.2 0.1 -0.084
C -0.62009 1.69963 -3.80633 -0.1 0.0 0.0 -0.083
C -0.70599 0.52393 -3.05367 -0.3 0.2 0.0 -0.054
C -3.70322 -0.05154 -0.23181 -0.9 0.0 -0.1 -0.396
O -4.82992 -0.40649 -0.57853 1.4 0.4 0.4 0.068
N -3.36629 1.13854 0.34959 -0.4 -1.0 -0.6 -0.006
C -4.34947 2.17547 0.48495 -0.4 0.5 0.1 0.004
C -1.94765 1.33104 0.59348 0.1 0.0 -0.1 -0.343
C -1.37883 2.47754 -0.29117 0.0 -0.5 -0.1 -0.089
C -1.54117 3.74904 0.53546 0.0 0.5 -0.2 -0.164
C -1.72292 3.32501 2.00919 0.1 0.4 0.4 -0.173
C -1.71134 1.79457 2.05921 -0.1 -0.4 -0.2 -0.085
C 3.38076 1.07750 0.87649 0.0 -0.2 0.4 -0.163
C 4.74571 0.79916 0.67551 0.2 0.6 0.1 -0.041
C 5.72149 1.70116 1.13429 -0.3 -0.1 -0.1 -0.059
C 5.32991 2.89478 1.75663 -0.3 0.0 -0.1 -0.065
C 3.97776 3.13252 2.03559 0.1 -0.6 -0.2 -0.049
C 3.02058 2.18076 1.65442 0.1 0.3 -0.1 -0.024
C 1.85267 -3.26166 1.71120 -0.2 -0.2 0.0 -0.003
C 1.41108 -4.57818 1.57157 0.0 0.0 -0.7 0.019
H -0.26536 -7.96240 0.54513 0.0 0.0 0.3 0.098
H 1.01882 -7.56114 1.72508 -0.2 0.2 -0.1 0.101
H -0.50552 -6.58745 1.67660 0.2 -0.1 -0.2 0.100
H 1.45104 -4.77459 -1.84963 -0.1 0.2 0.1 0.132
H 2.20137 -2.37703 -1.58987 0.0 -0.2 0.3 0.132
H 2.87576 -1.19816 1.83555 0.0 0.6 0.1 0.182
H 3.68228 -1.39940 0.44418 0.1 0.6 0.3 0.165
H 2.42360 0.04924 -0.74662 0.2 0.0 0.0 0.159
H 0.63665 1.38564 1.06457 0.5 -0.6 -0.3 0.069
H 0.03076 -1.39903 -0.12685 0.0 0.3 0.0 0.115
H -2.55451 -1.79109 0.22429 -0.1 0.2 -0.3 0.168
H -1.13848 -1.78699 -1.83743 -0.2 0.0 0.0 0.105
H -2.88614 -1.85463 -2.19555 0.3 0.0 0.1 0.138
H -4.08991 0.22920 -2.86600 0.3 0.2 -0.1 0.119
H -3.96019 2.30660 -4.22086 0.4 -0.1 0.1 0.112
H -1.72449 3.27677 -4.80327 0.0 -0.3 0.2 0.107
H 0.36277 2.09489 -4.08268 -0.4 -0.1 0.1 0.107
H 0.20163 -0.01443 -2.76242 -0.2 0.2 -0.1 0.104
H -5.34382 1.71910 0.44418 0.3 0.0 0.0 0.105
H -4.22554 2.68336 1.44371 -0.1 0.0 -0.1 0.088
H -4.28320 2.91989 -0.32271 0.0 -0.2 0.1 0.105
H -0.32650 2.26287 -0.51344 -0.3 0.1 0.0 0.107
H -1.91552 2.49938 -1.24793 0.2 0.0 0.2 0.109
H -0.67039 4.40567 0.41949 -0.2 -0.1 0.0 0.110
H -2.41319 4.31819 0.18676 0.3 -0.1 0.1 0.106
H -0.92010 3.74707 2.62740 -0.2 -0.1 0.0 0.107
H -2.66695 3.72280 2.40471 0.3 -0.1 0.0 0.101
H -2.49562 1.38186 2.70783 0.3 0.0 -0.1 0.129
H -0.74601 1.41444 2.40850 -0.3 0.0 0.0 0.098
H 5.08804 -0.10719 0.15226 -0.1 0.5 0.1 0.114
H 6.78659 1.47383 0.99935 -0.5 0.2 0.0 0.116
H 6.07316 3.64711 2.01703 -0.1 -0.3 0.0 0.113
H 3.64414 4.03509 2.55397 0.3 -0.3 -0.1 0.116
H 1.98189 2.30866 1.97175 0.5 0.1 -0.3 0.104
H 1.99636 -2.83651 2.71654 0.0 -0.2 -0.5 0.135
H 1.26614 -5.20794 2.45181 -0.1 0.3 -0.4 0.120
```
Positions in Å, forces in eV/Å.

Summary:
E: -41290.0845 eV
charge: +1
structure (SMILES): COc1ccc([NH2+][C@@H](/C=C/N2[C@H](Cc3ccccc3)C(=O)N(C)C23CCCC3)c2ccccc2)cc1
E_HOMO: -10.80 eV
Kohn-Sham gap: 8.32 eV
energy above the lowest of the compared OMol25 structures with the same formula, charge and spin: 12.1 kcal per mole

Record 2
ORCA calculation (ωB97M-V/def2-TZVPD) on C31H36N4SSc as an isolated structure in a non-equilibrium geometry.

The geometry in XYZ format:
```
73
Properties=species:S:1:pos:R:3:forces:R:3:lowdin_charge:R:1
Sc -0.42813 0.74114 0.33033 0.7 1.5 -0.8 0.760
N -2.93839 3.11125 -0.94902 -0.2 0.7 -0.4 0.075
N -1.40054 -0.16630 -1.63514 -0.6 -1.3 -3.3 -0.106
C 0.04317 -0.48890 2.24008 -0.8 1.4 0.7 -0.265
C -1.40645 -0.53404 2.07572 0.9 1.2 0.2 -0.256
C -1.90907 0.82730 2.13416 1.5 -0.3 0.5 -0.267
C -3.34215 1.26958 2.01159 0.4 0.0 0.2 -0.052
H -3.97363 0.44377 1.68257 -0.1 0.0 0.0 0.067
H -3.45611 2.10164 1.30719 0.0 -0.1 0.1 0.056
H -3.67679 1.58703 3.00376 -0.2 0.1 -0.1 0.079
C -0.78370 1.72674 2.33586 0.4 -2.0 0.9 -0.271
C -0.86576 3.21763 2.42949 -0.1 -0.2 0.3 -0.043
H -1.05488 3.48763 3.46876 -0.1 0.2 0.1 0.080
H -1.68063 3.61679 1.81657 0.1 0.0 0.1 0.074
H 0.06028 3.69924 2.11891 0.0 0.0 0.0 0.068
C 0.43470 0.90816 2.41322 -2.1 -0.6 0.7 -0.277
C 1.82420 1.41446 2.63940 -0.3 -0.1 0.3 -0.044
H 1.98343 2.39131 2.19051 0.0 0.0 -0.1 0.063
H 2.57291 0.72665 2.23937 0.0 0.1 0.0 0.071
H 1.97107 1.49756 3.71950 0.3 0.0 0.0 0.081
C -2.23416 -1.77558 1.86038 0.2 0.4 0.3 -0.041
H -2.63635 -2.08613 2.82872 -0.2 -0.2 0.0 0.076
H -1.62500 -2.58890 1.46150 0.0 0.1 0.0 0.055
H -3.07197 -1.60152 1.17807 0.1 0.0 0.0 0.074
C 0.97313 -1.67439 2.29092 -0.4 0.4 0.1 -0.030
H 1.97706 -1.41696 1.94364 -0.1 -0.1 0.0 0.069
H 0.60775 -2.50026 1.67728 0.0 0.0 0.0 0.062
H 1.03591 -2.00774 3.32998 0.2 -0.2 0.0 0.081
C -3.02015 4.35670 -1.43172 0.7 -0.3 -0.6 -0.172
H -3.69292 5.03676 -0.90416 0.1 -0.1 -0.1 0.095
C -2.28612 4.79915 -2.54690 -0.6 0.2 0.5 -0.114
H -2.39653 5.82582 -2.89361 0.1 -0.2 0.1 0.082
C -1.43582 3.89459 -3.18308 0.1 -0.5 0.2 -0.095
H -0.85362 4.18919 -4.05118 0.0 0.0 0.1 0.101
C -1.33767 2.60082 -2.69921 -0.1 0.6 -0.3 -0.041
H -0.67757 1.86361 -3.14264 0.0 0.1 0.0 0.111
C -2.11720 2.24002 -1.58417 -0.8 -0.9 -0.1 -0.329
C -2.14100 0.90931 -1.05216 -0.6 -0.4 -0.1 -0.207
H -3.00068 0.58652 -0.47264 -0.2 0.2 -0.2 0.097
C -0.36386 -0.78538 -0.96475 0.6 1.0 2.1 -0.221
C -1.58689 -0.93100 -2.85224 0.2 0.9 1.1 -0.014
H -2.31834 -0.68767 -3.59999 -0.1 0.1 0.0 0.104
C -0.68679 -1.92829 -2.81902 -0.1 -0.2 -0.1 -0.075
H -0.44001 -2.71065 -3.47681 -0.1 -0.6 -1.0 0.102
N 0.04399 -1.83698 -1.65361 0.5 -1.0 -0.4 -0.059
C 1.04994 -2.68238 -1.11072 -0.4 -0.4 -0.7 -0.144
C 0.67713 -3.98176 -0.74979 0.8 -0.5 0.3 -0.201
C 1.66886 -4.83951 -0.23614 -0.1 0.4 -0.2 -0.015
H 1.38825 -5.85426 0.05711 0.1 0.2 0.0 0.111
C 2.99414 -4.41769 -0.08212 -0.2 0.0 -0.1 -0.277
C 4.05106 -5.35987 0.44586 0.0 0.0 0.0 -0.067
H 4.75677 -4.84236 1.10432 -0.1 0.0 -0.1 0.073
H 4.63791 -5.79967 -0.36940 -0.1 0.1 0.1 0.076
H 3.60645 -6.18637 1.00818 0.0 0.1 -0.1 0.069
C 3.32979 -3.11162 -0.45079 -0.7 0.3 -0.1 -0.010
H 4.35858 -2.76251 -0.33653 -0.3 -0.1 0.0 0.116
C 2.36275 -2.22367 -0.96513 0.6 -0.4 0.3 -0.188
C 2.74518 -0.81722 -1.31975 0.4 0.4 0.0 -0.043
H 2.24326 -0.44739 -2.22206 0.0 -0.1 0.3 0.093
H 3.83411 -0.72074 -1.47540 -0.3 -0.2 0.0 0.085
H 2.48075 -0.11424 -0.50993 -0.1 -0.4 -0.3 0.044
C -0.74024 -4.45996 -0.88426 -0.4 -0.2 0.2 -0.046
H -0.97800 -4.78469 -1.90652 0.1 0.1 0.1 0.078
H -1.46914 -3.68218 -0.61785 0.3 -0.1 -0.1 0.075
H -0.92620 -5.32246 -0.22688 0.1 0.2 -0.2 0.078
S 2.64909 4.10037 -0.90348 -0.1 0.7 -0.2 0.808
C 1.00713 4.73179 -0.73939 0.1 0.0 0.2 -0.425
C 0.15284 3.76459 -0.34039 1.8 -1.5 -0.2 -0.291
N 0.72838 2.47320 -0.19165 -1.9 1.8 -0.2 -0.157
C 2.05247 2.54330 -0.41784 1.8 -0.1 -0.4 -0.588
H 0.75535 5.76654 -0.92226 0.1 -0.1 0.0 0.047
H -0.88621 3.93329 -0.16014 -0.3 -0.1 0.0 0.071
H 2.78084 1.74778 -0.29251 -0.5 0.2 0.0 0.025
```
Positions in Å, forces in eV/Å.

Summary:
E: -70226.1375 eV
charge: -1
E_HOMO (spin up / spin down): -0.90 / -0.99 eV
Kohn-Sham gap (spin up / spin down): 3.50 / 3.58 eV
energy above the lowest of the compared OMol25 structures with the same formula, charge and spin: 0.0 kcal per mole

Record 3
ORCA calculation (ωB97M-V/def2-TZVPD) on C31H36NO4P3RuS2 as an isolated structure in a non-equilibrium geometry.

The geometry in XYZ format:
```
78
Properties=species:S:1:pos:R:3:forces:R:3:lowdin_charge:R:1
Ru 0.57156 0.80703 -0.18243 -2.6 -1.1 -0.5 0.353
C -2.09527 -2.62531 0.69102 -0.1 0.1 -0.3 -0.121
N -1.35196 -1.48750 0.14832 0.0 -0.1 0.3 -0.450
P -1.67457 0.14259 0.50761 0.7 -0.3 0.1 0.930
C -3.41629 0.29610 -0.08959 0.1 0.2 0.1 -0.297
C -4.48040 0.23089 0.80958 0.0 0.0 0.0 -0.085
C -5.79461 0.21303 0.35980 0.0 0.0 0.0 -0.076
C -6.06858 0.26695 -0.99727 0.0 0.0 0.0 -0.084
C -5.01830 0.33624 -1.90330 0.0 0.0 0.0 -0.077
C -3.70795 0.34932 -1.45323 0.1 0.0 -0.1 -0.081
C -1.89885 0.40735 2.29352 0.0 0.1 0.0 -0.363
C -2.26906 1.70228 2.66356 0.1 0.0 0.0 -0.105
C -2.37564 2.05026 3.99920 0.0 0.0 0.0 -0.074
C -2.10560 1.10740 4.98426 0.0 0.0 0.0 -0.082
C -1.72557 -0.17475 4.62289 0.0 0.0 0.0 -0.073
C -1.61887 -0.52665 3.28157 -0.1 -0.1 0.0 -0.095
P 0.22817 -1.43984 -0.51639 0.3 0.3 -0.6 0.881
C 0.96068 -3.10028 -0.33610 0.0 0.1 0.3 -0.350
C 2.23079 -3.26296 0.20771 0.0 0.1 -0.1 -0.079
C 2.80994 -4.52220 0.26868 0.0 0.0 0.0 -0.071
C 2.11348 -5.63256 -0.18719 0.0 0.0 0.0 -0.084
C 0.84318 -5.48035 -0.72586 0.0 0.0 0.0 -0.078
C 0.27663 -4.21699 -0.81189 0.0 0.0 0.0 -0.121
C 0.06777 -1.43717 -2.37842 0.0 -0.1 0.0 -0.315
C -0.61978 -0.37961 -2.98044 0.1 0.0 0.1 -0.148
C -0.63940 -0.20593 -4.35450 0.0 0.0 0.0 -0.080
C 0.06707 -1.07787 -5.17109 0.0 0.0 0.0 -0.088
C 0.79990 -2.10299 -4.59433 0.0 0.0 0.0 -0.078
C 0.80328 -2.27931 -3.21505 -0.1 0.0 0.0 -0.084
H -2.70417 -2.29592 1.53140 0.0 0.0 0.0 0.069
H -1.40688 -3.38829 1.05008 0.0 0.0 0.0 0.077
H -2.76299 -3.06453 -0.05519 0.0 0.0 0.0 0.082
H -4.29111 0.19076 1.87306 0.0 0.0 0.0 0.099
H -6.60306 0.15570 1.07788 0.0 0.0 0.0 0.105
H -7.09238 0.25368 -1.34876 0.0 0.0 0.0 0.103
H -5.21705 0.37970 -2.96682 0.0 0.0 0.0 0.105
H -2.91403 0.38774 -2.18635 -0.1 0.0 0.1 0.072
H -2.46026 2.45014 1.90042 0.0 0.0 0.0 0.110
H -2.65835 3.05887 4.27181 0.0 0.0 0.0 0.104
H -2.18221 1.37761 6.02991 0.0 0.0 0.0 0.102
H -1.50060 -0.90993 5.38582 0.0 0.0 0.0 0.107
H -1.28630 -1.52014 3.01533 0.0 0.0 0.0 0.093
H 2.76188 -2.39891 0.58212 0.0 0.0 0.0 0.106
H 3.80324 -4.63688 0.68396 0.0 0.0 0.0 0.104
H 2.56096 -6.61678 -0.12621 0.0 0.0 0.0 0.102
H 0.29875 -6.34188 -1.09116 0.0 0.0 0.0 0.104
H -0.69819 -4.09975 -1.27196 0.0 0.0 0.0 0.110
H -1.09918 0.36395 -2.35558 0.0 0.0 0.0 0.044
H -1.18307 0.62666 -4.78407 0.0 0.0 0.0 0.105
H 0.06461 -0.94446 -6.24560 0.0 0.0 0.0 0.101
H 1.37957 -2.77301 -5.21742 0.0 0.0 0.0 0.103
H 1.39509 -3.08275 -2.79886 0.0 0.0 0.0 0.097
C 1.58306 4.94278 -3.31490 0.0 0.0 0.0 -0.095
C 2.93073 4.86290 -2.62901 -0.1 0.0 0.0 -0.257
O 2.84729 4.46267 -1.23710 0.1 -0.1 -1.0 -0.289
P 2.14505 3.12044 -0.76241 0.1 -1.5 2.0 -0.016
S 2.44770 1.16394 -1.41926 1.2 1.1 -1.0 0.269
S 0.17411 3.15189 -0.42724 0.3 0.7 -0.2 0.279
O 2.83195 3.04329 0.69157 -0.3 0.5 -0.2 -0.378
C 4.23894 2.82612 0.83310 0.1 0.0 0.0 -0.311
C 4.46718 2.21753 2.19492 0.0 0.0 0.0 -0.062
H 1.73116 5.23923 -4.35423 0.0 0.0 0.0 0.081
H 0.93942 5.67593 -2.82860 0.0 0.0 0.0 0.082
H 1.06839 3.98078 -3.30778 0.0 0.0 0.0 0.053
H 3.40982 5.83841 -2.59782 0.0 0.0 0.0 0.117
H 3.60108 4.17774 -3.14942 0.0 -0.1 0.0 0.116
H 4.75542 3.78256 0.72255 0.0 0.0 0.0 0.115
H 4.58800 2.14772 0.04920 0.0 0.0 0.0 0.080
H 4.12540 2.89196 2.98086 0.0 0.0 0.0 0.085
H 5.53025 2.01617 2.34099 0.0 0.0 0.0 0.080
H 3.90842 1.28614 2.27654 0.0 0.0 0.0 0.058
C 1.93204 -0.19772 3.73101 0.0 0.1 0.1 0.003
C 1.26571 -0.40021 2.39235 -0.2 -0.5 0.0 -0.685
O 0.90840 -1.54025 2.05360 0.2 0.5 0.0 -0.066
O 1.12471 0.67447 1.71053 0.3 0.1 0.5 -0.228
H 2.97780 -0.50051 3.64570 0.0 0.0 0.0 0.080
H 1.46086 -0.83820 4.47415 0.0 0.0 0.0 0.077
H 1.89109 0.84548 4.03623 0.0 0.0 0.0 0.083
```
Positions in Å, forces in eV/Å.

Summary:
E: -94534.7823 eV
E_HOMO: -7.06 eV
Kohn-Sham gap: 7.61 eV
energy above the lowest of the compared OMol25 structures with the same formula, charge and spin: 43.6 kcal per mole